Density functional theory data (ωB97M-V/def2-TZVPD) for a single C3H4N2O2 molecule.

Output
* calculated total energy: -376.636310 Eh

Bonds (Å) are listed after each position.
Positions of all 11 atoms, in Å:
1 O -2.15 0.73 0.06  C7 1.335, H10 0.967
2 O 2.37 0.78 0.12  C6 1.292
3 N -0.62 -1.02 -0.12  C5 1.424, C7 1.333, H11 1.007
4 N 0.23 0.95 0.11  C6 1.401, C7 1.318, H8 1.225
5 C 0.79 -1.21 -0.13  N3 1.424, C6 1.369, H9 1.076
6 C 1.30 0.05 0.02  O2 1.292, N4 1.401, C5 1.369
7 C -0.90 0.28 0.02  O1 1.335, N3 1.333, N4 1.318
8 H 1.22 1.67 0.21  N4 1.225
9 H 1.23 -2.18 -0.24  C5 1.076
10 H -2.13 1.69 0.16  O1 0.967
11 H -1.33 -1.73 -0.22  N3 1.007

---

Density functional theory data (ωB97M-V/def2-TZVPD) for a single C3H4N2O2 molecule at a distorted geometry.

Output
* calculated total energy: -376.559561 Eh
* SMILES string: [H]/N=c1/occn1O

Bonds (Å) are listed after each position.
Positions of all 11 atoms, in Å:
1 O 0.02 -1.31 -0.81  C5 1.413, C6 1.319
2 O -0.34 1.64 1.09  N4 1.503, H9 0.948
3 N -1.87 -0.23 0.10  C5 1.282, H10 1.115
4 N 0.31 0.41 0.51  O2 1.503, C5 1.290, C7 1.344
5 C -0.60 -0.37 0.03  O1 1.413, N3 1.282, N4 1.290
6 C 1.22 -0.80 -0.98  O1 1.319, C7 1.315, H8 1.085
7 C 1.41 0.27 -0.24  N4 1.344, C6 1.315, H11 0.991
8 H 1.67 -1.27 -1.86  C6 1.085
9 H -0.45 1.46 2.02  O2 0.948
10 H -2.20 0.60 0.77  N3 1.115
11 H 2.27 0.76 -0.29  C7 0.991

---

Density functional theory data (ωB97M-V/def2-TZVPD) for a single C3H4N2O2 molecule.

Output
* calculated total energy: -376.717286 Eh
* SMILES string: Nc1coc(=O)[nH]1

Bonds (Å) are listed after each position.
Positions of all 11 atoms, in Å:
1 O 2.92 -0.51 0.08  C6 1.201
2 O 1.39 1.21 0.11  C6 1.376, C7 1.392
3 N 0.61 -0.83 -0.15  C5 1.381, C6 1.387, H8 1.003
4 N -1.75 -0.49 0.11  C5 1.386, H10 1.009, H11 1.009
5 C -0.47 0.02 -0.05  N3 1.381, N4 1.386, C7 1.335
6 C 1.79 -0.11 0.01  O1 1.201, O2 1.376, N3 1.387
7 C 0.00 1.26 0.06  O2 1.392, C5 1.335, H9 1.078
8 H 0.54 -1.83 -0.05  N3 1.003
9 H -0.55 2.16 0.26  C7 1.078
10 H -2.07 -1.12 -0.62  N4 1.009
11 H -2.42 0.25 0.24  N4 1.009

---

Density functional theory data (ωB97M-V/def2-TZVPD) for a single C3H4N2O2 molecule at a distorted geometry.

Output
* calculated total energy: -376.702888 Eh
* SMILES string: Oc1c[nH]c(O)n1

Bonds (Å) are listed after each position.
Positions of all 11 atoms, in Å:
1 O -1.92 0.70 -1.30  C7 1.344, H8 0.964
2 O 0.99 -0.68 2.06  C5 1.337, H10 0.967
3 N 1.19 -0.41 -0.23  C5 1.340, C6 1.411, H9 1.010
4 N -0.80 0.01 0.69  C5 1.316, C7 1.367
5 C 0.45 -0.37 0.88  O2 1.337, N3 1.340, N4 1.316
6 C 0.35 0.00 -1.28  N3 1.411, C7 1.365, H11 1.074
7 C -0.84 0.23 -0.66  O1 1.344, N4 1.367, C6 1.365
8 H -2.53 1.06 -0.63  O1 0.964
9 H 2.08 -0.89 -0.30  N3 1.010
10 H 0.34 -0.42 2.73  O2 0.967
11 H 0.69 0.76 -1.97  C6 1.074

---

The records above yield energy relative to the best compared isomer or geometry (same formula, charge and spin) values of 3.469; 5.558; 1.266; 1.657 eV, respectively.